Entry 1:
Density functional theory data (ωB97M-V/def2-TZVPD) for 2 unconnected molecules or ions with the total composition ClH2NO.

Geometry as ORCA input:
```
! wB97M-V def2-TZVPD RIJCOSX def2/J DEFGRID3
* xyz 0 1
N 0.04560 -0.79235 0.48768
O 0.28019 1.17016 -0.22674
Cl -1.20812 1.66800 -0.48307
H -0.15819 -1.15138 -0.44300
H 1.04051 -0.89443 0.66513
*
```

Kohn-Sham gap (alpha / beta) (eV): 7.8 / 7.8
Lowest unoccupied orbital energy (alpha / beta) (eV): -2.1 / -2.2
ΔE to the lowest compared entry with this formula, charge and spin (kcal per mole): 61.8

Charges computed using natural (NBO), reported in e:
1 N -0.46
2 O -0.51
3 Cl 0.30
4 H 0.33
5 H 0.34

Entry 2:
Density functional theory data (ωB97M-V/def2-TZVPD) for a molecular structure, C28H44AgN5O9P2.

Geometry as ORCA input:
```
! wB97M-V def2-TZVPD RIJCOSX def2/J DEFGRID3
* xyz 0 1
Ag 0.13711 0.29154 1.94195
O 0.38127 -2.31288 2.30034
C 1.43463 -2.94637 1.57530
C 2.30571 -1.80969 0.91619
O 3.33124 -2.18966 0.34772
O 1.89151 -0.62243 1.00194
C 2.32113 -3.73542 2.53791
C 3.18198 -4.72849 2.07342
C 3.99766 -5.42145 2.95165
C 3.97201 -5.13355 4.31094
C 3.12918 -4.14035 4.77911
C 2.31130 -3.44248 3.89714
C 0.84029 -3.86914 0.49849
C -0.37229 -4.51008 0.74241
C -0.94771 -5.35092 -0.20014
C -0.31344 -5.57849 -1.41243
C 0.90480 -4.96445 -1.65964
C 1.47701 -4.12107 -0.71707
H -0.12497 -2.98229 2.77122
H 3.21772 -4.94922 1.01619
H 4.66187 -6.18901 2.57412
H 4.61028 -5.67750 4.99596
H 3.10921 -3.89680 5.83434
H 1.67627 -2.64819 4.26623
H -0.90636 -4.36717 1.67414
H -1.89424 -5.83096 0.01712
H -0.76025 -6.23246 -2.15085
H 1.41823 -5.13926 -2.59744
H 2.42617 -3.64047 -0.90850
C -2.72534 2.57225 -3.87735
C -3.49162 3.09583 -2.67503
C -3.29928 4.58801 -2.47315
O -3.20872 2.40093 -1.43840
P -1.87494 1.75352 -0.87304
O -2.12877 1.17840 0.45596
C -0.64393 3.06514 -0.92473
P 0.89036 2.75663 -0.03343
O 0.61656 2.60459 1.40463
O 1.55388 1.49431 -0.64489
C 2.45219 1.36074 -1.77597
C 3.86567 1.32616 -1.23503
C 2.06435 0.07127 -2.46375
O 1.86152 3.93181 -0.46542
C 1.82498 5.33294 -0.09566
C 1.15669 5.58750 1.24046
C 1.19583 6.11825 -1.22949
O -1.31266 0.76294 -1.96100
C -1.74586 -0.63453 -2.08684
C -3.25567 -0.77928 -2.02388
C -1.04083 -1.47231 -1.04677
H -3.09084 3.08901 -4.76596
H -2.87325 1.50328 -4.01740
H -1.65404 2.75825 -3.79432
H -4.55320 2.89830 -2.82946
H -2.24152 4.84052 -2.37996
H -3.82107 4.92133 -1.57640
H -3.69844 5.13184 -3.33022
H -1.10321 3.94143 -0.45866
H -0.42351 3.30787 -1.96739
H 2.30769 2.22055 -2.43733
H 3.95418 0.50105 -0.52591
H 4.10990 2.25904 -0.72714
H 4.57341 1.17468 -2.05183
H 2.15311 -0.75364 -1.75301
H 2.73587 -0.11114 -3.30435
H 1.03823 0.11844 -2.83102
H 2.87950 5.60063 -0.01846
H 0.08959 5.35758 1.21106
H 1.26966 6.64532 1.48295
H 1.60515 4.98893 2.03021
H 0.12997 5.89446 -1.31594
H 1.68154 5.88137 -2.17587
H 1.30115 7.18761 -1.04334
H -1.39659 -0.89627 -3.08602
H -3.63527 -0.49020 -1.04298
H -3.50328 -1.82874 -2.19046
H -3.75803 -0.18275 -2.78614
H -1.45822 -1.28405 -0.05555
H 0.02463 -1.23918 -1.01325
H -1.16497 -2.52829 -1.28514
N -4.79916 -1.40343 3.21693
N -3.71698 -0.53714 3.31775
N -3.86712 0.73921 3.57824
C -2.61052 1.15711 3.48568
N -1.76978 0.16123 3.20104
N -2.50469 -0.92862 3.08285
H -5.55144 -0.97518 3.74360
H -4.52269 -2.27820 3.64841
H -2.30750 2.18139 3.60980
*
```

Kohn-Sham gap (alpha / beta) (eV): 0.3 / 0.3
Lowest unoccupied orbital energy (alpha / beta) (eV): -7.6 / -7.6
ΔE to the lowest compared entry with this formula, charge and spin (kcal per mole): 2.0

Charges computed using Löwdin, reported in e:
1 Ag 0.78
2 O -0.09
3 C -0.31
4 C -0.60
5 O 0.02
6 O -0.10
7 C -0.13
8 C -0.01
9 C -0.08
10 C -0.10
11 C -0.09
12 C -0.02
13 C -0.14
14 C -0.03
15 C -0.09
16 C -0.10
17 C -0.08
18 C -0.04
19 H 0.08
20 H 0.11
21 H 0.10
22 H 0.10
23 H 0.10
24 H 0.11
25 H 0.11
26 H 0.10
27 H 0.10
28 H 0.10
29 H 0.11
30 C -0.04
31 C -0.42
32 C -0.05
33 O -0.17
34 P 0.44
35 O -0.27
36 C -0.22
37 P 0.43
38 O -0.30
39 O -0.19
40 C -0.41
41 C -0.03
42 C -0.03
43 O -0.17
44 C -0.42
45 C -0.06
46 C -0.04
47 O -0.20
48 C -0.40
49 C -0.04
50 C -0.03
51 H 0.09
52 H 0.07
53 H 0.08
54 H 0.14
55 H 0.06
56 H 0.09
57 H 0.09
58 H 0.08
59 H 0.08
60 H 0.14
61 H 0.08
62 H 0.08
63 H 0.09
64 H 0.08
65 H 0.09
66 H 0.07
67 H 0.14
68 H 0.08
69 H 0.09
70 H 0.08
71 H 0.07
72 H 0.09
73 H 0.09
74 H 0.14
75 H 0.08
76 H 0.09
77 H 0.07
78 H 0.07
79 H 0.07
80 H 0.08
81 N 0.13
82 N -0.29
83 N 0.13
84 C -0.21
85 N -0.06
86 N 0.09
87 H 0.09
88 H 0.10
89 H 0.11

Entry 3:
Density functional theory data (ωB97M-V/def2-TZVPD) for a gas-phase ion, C33H46ClF13NO2 (charge +1).

Geometry as ORCA input:
```
! wB97M-V def2-TZVPD RIJCOSX def2/J DEFGRID3
* xyz 1 1
C 5.44677 -3.54009 -0.94853
C 6.10459 -3.69122 0.42944
C 5.92888 -2.47038 1.32835
C 6.78332 -1.26054 0.91479
C 6.06769 -0.30040 -0.04777
C 5.57546 0.99097 0.61858
C 4.40305 1.62466 -0.16291
C 4.37373 3.16108 -0.05233
C 2.97209 3.77292 -0.07332
C 2.06315 3.16477 -1.14279
C 0.87290 4.07837 -1.51216
C -0.48031 3.37845 -1.31553
C -0.66186 2.29895 -2.37735
C -1.98909 1.51616 -2.36316
C -2.02379 0.56967 -3.59317
C -1.45502 -0.82403 -3.39972
C -2.28368 -1.96058 -3.53943
C -1.79747 -3.25895 -3.34744
C -0.45144 -3.48383 -3.00572
C 0.05756 -4.88453 -2.78904
C 0.38767 -2.36638 -2.88728
C -0.10190 -1.06185 -3.08640
C -2.12384 0.82467 -1.02681
N -3.54105 0.39077 -0.71492
O -4.00795 -0.48568 -1.70433
C -3.54415 -0.29819 0.61095
C -4.94877 -0.67364 1.08177
C -4.93327 -1.86550 2.01352
F -6.16800 -2.28045 2.28691
F -4.29170 -2.87405 1.35927
C -4.17191 -1.68851 3.34872
F -4.21570 -2.85773 3.98786
F -2.88432 -1.41802 3.06748
C -4.75894 -0.58412 4.30349
F -5.11140 -1.12207 5.46021
F -5.85710 -0.05243 3.74158
C -3.79593 0.59597 4.59124
F -4.52522 1.55797 5.15454
F -3.34151 1.08449 3.41447
C -2.59948 0.25405 5.54375
F -2.44022 -1.06664 5.63360
F -2.86384 0.73563 6.75042
C -1.25033 0.86159 5.08365
F -0.33743 0.56496 5.97762
F -1.34143 2.16394 4.97498
F -0.88332 0.35109 3.92361
C -4.44436 1.58429 -0.76172
C -3.79808 2.79301 -1.43326
Cl -5.12542 3.84659 -1.92822
O -3.04307 2.48639 -2.55806
H 5.37387 -4.51076 -1.43100
H 6.03548 -2.87814 -1.58009
H 4.44847 -3.12022 -0.83902
H 7.16197 -3.91841 0.30895
H 5.63559 -4.54399 0.92256
H 6.18559 -2.75596 2.34799
H 4.87845 -2.17065 1.32181
H 7.69254 -1.62648 0.43569
H 7.09705 -0.72542 1.80889
H 5.19353 -0.79845 -0.46847
H 6.71081 -0.03438 -0.88481
H 5.27271 0.78951 1.64386
H 6.38617 1.71867 0.61695
H 4.51667 1.32470 -1.20295
H 3.47537 1.20648 0.22939
H 4.96917 3.57611 -0.86584
H 4.88465 3.42625 0.87172
H 2.53435 3.67327 0.92282
H 3.06631 4.84199 -0.26351
H 1.69935 2.19683 -0.80268
H 2.68436 3.02119 -2.02673
H 0.96559 4.43768 -2.53339
H 0.89196 4.93169 -0.83672
H -0.43684 2.94147 -0.31500
H -1.26834 4.12536 -1.37295
H -0.66431 2.80321 -3.34378
H 0.18396 1.61779 -2.37646
H -3.04529 0.47371 -3.94711
H -1.44994 1.05934 -4.37650
H -3.32188 -1.82528 -3.81708
H -2.45745 -4.10624 -3.47205
H -0.58511 -5.38945 -2.07067
H 1.04459 -4.84651 -2.33561
H 0.09660 -5.45240 -3.71241
H 1.43167 -2.50196 -2.64118
H 0.60379 -0.24763 -2.99621
H -1.49705 -0.05964 -0.95677
H -1.85718 1.47598 -0.19860
H -3.73625 -1.38703 -1.46083
H -2.88512 -1.15829 0.52349
H -3.07425 0.36813 1.32802
H -5.44743 0.18611 1.51394
H -5.54869 -0.97622 0.22233
H -4.69910 1.86621 0.25638
H -5.36716 1.31152 -1.25932
H -3.22379 3.37869 -0.71657
*
```

Kohn-Sham gap (eV): 9.2
Lowest unoccupied orbital energy (eV): -2.5

Charges computed using Löwdin, reported in e:
1 C -0.11
2 C -0.26
3 C -0.23
4 C -0.20
5 C -0.22
6 C -0.21
7 C -0.22
8 C -0.21
9 C -0.21
10 C -0.21
11 C -0.18
12 C -0.19
13 C -0.11
14 C -0.39
15 C -0.05
16 C -0.22
17 C -0.05
18 C -0.03
19 C -0.26
20 C -0.04
21 C -0.02
22 C -0.03
23 C 0.01
24 N -0.21
25 O 0.07
26 C -0.08
27 C -0.02
28 C -0.46
29 F 0.17
30 F 0.13
31 C -0.35
32 F 0.19
33 F 0.15
34 C -0.35
35 F 0.20
36 F 0.16
37 C -0.33
38 F 0.19
39 F 0.13
40 C -0.36
41 F 0.18
42 F 0.20
43 C -0.61
44 F 0.22
45 F 0.22
46 F 0.19
47 C -0.08
48 C -0.71
49 Cl 0.76
50 O -0.07
51 H 0.07
52 H 0.07
53 H 0.06
54 H 0.11
55 H 0.10
56 H 0.10
57 H 0.11
58 H 0.11
59 H 0.10
60 H 0.09
61 H 0.11
62 H 0.11
63 H 0.11
64 H 0.11
65 H 0.10
66 H 0.12
67 H 0.11
68 H 0.12
69 H 0.11
70 H 0.09
71 H 0.12
72 H 0.12
73 H 0.11
74 H 0.11
75 H 0.11
76 H 0.14
77 H 0.10
78 H 0.12
79 H 0.13
80 H 0.11
81 H 0.12
82 H 0.08
83 H 0.08
84 H 0.09
85 H 0.11
86 H 0.10
87 H 0.16
88 H 0.14
89 H 0.14
90 H 0.15
91 H 0.13
92 H 0.13
93 H 0.15
94 H 0.14
95 H 0.14
96 H 0.11

Entry 4:
Density functional theory data (ωB97M-V/def2-TZVPD) for 2 unconnected molecules or ions with the total composition C4H10O3.

Geometry as ORCA input:
```
! wB97M-V def2-TZVPD RIJCOSX def2/J DEFGRID3
* xyz -2 1
C -0.12831 0.02642 -0.34505
C 0.78521 -1.02481 0.35572
C 2.29269 -0.47070 0.42164
O 3.25514 -1.35564 0.14799
C -0.77116 1.00113 0.70618
O -2.02562 1.36757 0.28406
H -0.83358 -0.55562 -0.88517
H 0.59690 0.65508 -1.02374
H 0.58601 -1.46039 1.42267
H 0.84080 -1.89297 -0.24012
H 2.45013 0.18835 -0.33176
H 2.34494 0.09306 1.35202
H -1.18852 0.58571 1.56857
H -0.21067 1.85466 1.07783
H -2.59513 0.66370 -0.83681
H -2.31803 0.23439 -2.07752
O -3.08079 0.09005 -1.59651
*
```

Kohn-Sham gap (eV): 6.2
Lowest unoccupied orbital energy (eV): 7.1
ΔE to the lowest compared entry with this formula, charge and spin (kcal per mole): 58.9

Charges computed using natural (NBO), reported in e:
1 C -0.44
2 C -0.44
3 C -0.02
4 O -1.00
5 C -0.06
6 O -0.98
7 H 0.20
8 H 0.17
9 H 0.16
10 H 0.18
11 H 0.09
12 H 0.05
13 H 0.14
14 H 0.10
15 H 0.50
16 H 0.43
17 O -1.07

Ordered electronic energy results: -16086.95578; -78209.25727; -88395.01023; -10447.47963; unit eV.